The following is a quantum chemistry calculation of a molecular structure, C26H55IInNO9P at a distorted geometry, from the Open Molecules 2025 dataset.

Values from the calculation:
HOMO (eV): -5.398
LUMO energy (eV): 2.00

Structure (ORCA input):
```
! wB97M-V def2-TZVPD RIJCOSX def2/J DEFGRID3
* xyz -1 1
C -1.9468 2.1016 -0.6502
C -3.4420 1.5880 -0.1301
C -3.2353 0.2697 0.8503
I -5.0768 0.2027 2.1098
In -3.0781 -1.7021 -0.2867
C -4.3747 -3.2255 0.8134
C -3.5576 -4.1622 1.8823
C -2.8562 -3.3540 3.1240
N -2.4336 -1.9019 3.1370
O -2.5826 -4.0648 4.2512
P -0.6875 -2.5017 -0.6476
O 0.0613 -1.5486 -1.6858
O 0.2462 -2.5288 0.8221
O -0.8078 -4.1005 -1.3788
H -1.7816 1.6526 -1.7401
H -1.9439 3.2822 -0.6566
H -1.1367 1.7234 0.1131
H -4.1263 1.3243 -1.0489
H -3.9692 2.4592 0.4914
H -2.3504 0.4425 1.6020
H -3.7973 -1.4221 -1.9472
H -4.7774 -3.9647 -0.0332
H -5.3609 -2.7456 1.2831
H -2.7788 -4.8982 1.3562
H -4.3691 -4.8854 2.3751
H -1.9595 -1.6553 4.0425
H -1.6878 -1.7439 2.4010
H 1.2143 -2.3536 0.5797
H -1.6914 -4.4470 -1.0196
C 0.7016 -7.1581 -1.9392
C 1.4672 -7.7527 -3.0929
C 1.1299 -9.2229 -2.9729
O -0.1849 -9.3032 -2.4054
C -0.5529 -8.0038 -1.9224
H 0.4948 -6.0909 -2.0523
H 1.2622 -7.3025 -1.0080
H 1.0795 -7.3564 -4.0387
H 2.5419 -7.5570 -3.0551
H 1.8192 -9.7346 -2.2929
H 1.1462 -9.7368 -3.9383
H -1.3131 -7.5989 -2.5993
H -0.9870 -8.0913 -0.9226
C 4.6231 -12.9846 -0.7125
C 5.8736 -12.1472 -0.6374
C 5.5667 -11.0314 -1.6123
O 4.1457 -10.8383 -1.5898
C 3.5480 -11.9337 -0.8827
H 4.4651 -13.6181 0.1639
H 4.6603 -13.6284 -1.5994
H 5.9864 -11.7392 0.3740
H 6.7855 -12.6947 -0.8889
H 5.8505 -11.3066 -2.6336
H 6.0696 -10.0959 -1.3505
H 3.2044 -11.5574 0.0870
H 2.6831 -12.3042 -1.4397
C -3.6946 5.8793 3.8568
C -4.1498 6.3497 2.4995
C -3.1721 5.6531 1.5784
O -2.8028 4.4231 2.2171
C -3.2708 4.4549 3.5725
H -4.4663 5.9487 4.6276
H -2.8294 6.4687 4.1829
H -5.1673 5.9908 2.3047
H -4.1429 7.4367 2.3856
H -2.2614 6.2461 1.4435
H -3.6005 5.4426 0.5942
H -4.1191 3.7661 3.6491
H -2.4797 4.1102 4.2440
C 2.4044 6.4188 0.5312
C 1.8074 5.0487 0.7239
C 0.3237 5.3362 0.6489
O 0.1616 6.4616 -0.2253
C 1.4510 7.0424 -0.4645
H 3.4386 6.4019 0.1780
H 2.3733 6.9736 1.4765
H 2.1037 4.3952 -0.1052
H 2.1022 4.5682 1.6602
H -0.0773 5.6141 1.6293
H -0.2490 4.4868 0.2656
H 1.7396 6.8025 -1.4937
H 1.3903 8.1295 -0.3636
C 3.0417 12.4845 -1.1514
C 1.6720 12.5043 -1.7792
C 1.3882 11.0299 -1.9671
O 2.0742 10.3368 -0.9154
C 2.9697 11.2547 -0.2729
H 3.2829 13.3931 -0.5940
H 3.8037 12.3453 -1.9276
H 0.9490 12.9375 -1.0780
H 1.6241 13.0704 -2.7129
H 1.7854 10.6671 -2.9210
H 0.3197 10.7998 -1.9239
H 2.5526 11.4944 0.7113
H 3.9452 10.7812 -0.1326
*
```

***

The following is a quantum chemistry calculation of 8 unconnected molecules or ions with the total composition C26H56N8O6 at a distorted geometry, from the Open Molecules 2025 dataset.

Values from the calculation:
HOMO (eV): -9.093
LUMO energy (eV): 0.47
Energy relative to the best compared isomer or geometry (same formula, charge and spin) (kJ/mol): 23.8

Structure (ORCA input):
```
! wB97M-V def2-TZVPD RIJCOSX def2/J DEFGRID3
* xyz 0 1
C 0.9988 -1.2755 -1.1872
N 0.2194 -0.6636 -0.0742
C 0.1566 -1.2841 1.2225
C -0.6561 0.3144 -0.3270
O -1.4207 0.7796 0.5242
H 2.0536 -1.2555 -0.9491
H 0.8409 -0.6076 -2.0312
H 0.7807 -2.3026 -1.3612
H -0.8413 -1.6276 1.4129
H 0.8615 -2.1446 1.3341
H 0.4763 -0.5659 1.9823
H -0.7206 0.6870 -1.3605
C 4.2299 1.4849 -5.6418
N 4.0141 2.7805 -5.0810
C 4.6045 3.0638 -3.7956
C 2.9177 3.4897 -5.4391
O 2.4206 4.4129 -4.7755
H 5.2979 1.2523 -5.8072
H 3.7424 1.5865 -6.6350
H 3.7476 0.6443 -5.0669
H 5.6871 2.9161 -3.8310
H 4.4880 4.1149 -3.4629
H 4.2390 2.3842 -2.9939
H 2.3829 3.1927 -6.4094
C -6.8493 -2.5436 -1.1291
N -6.1319 -3.3177 -0.1392
C -5.4940 -2.3581 0.7531
C -6.1043 -4.6395 -0.0320
O -5.4923 -5.2450 0.8465
H -7.3655 -1.7187 -0.7068
H -7.5936 -3.2446 -1.5691
H -6.1719 -2.2410 -1.8831
H -4.9375 -1.6411 0.2117
H -6.2840 -1.8722 1.3534
H -4.7917 -2.8796 1.4045
H -6.6710 -5.1865 -0.8198
C 4.2112 -0.5806 0.8648
N 4.7742 0.4626 0.0677
C 5.7676 0.1796 -0.8839
C 4.3484 1.7857 0.1965
O 4.6285 2.7060 -0.5177
H 3.4603 -0.1693 1.5068
H 5.0112 -1.0987 1.4295
H 3.7849 -1.3473 0.2014
H 6.6116 -0.3560 -0.4091
H 5.3189 -0.3762 -1.7526
H 6.1293 1.2196 -1.1180
H 3.7052 1.8667 1.1093
C 1.4615 3.3468 -1.3403
N 0.4484 3.2713 -2.3415
C -0.1308 4.5366 -2.7896
C 0.5306 2.3144 -3.2122
O 1.2201 1.2740 -3.0661
H 0.9868 3.8098 -0.4323
H 2.4204 3.8088 -1.6733
H 1.6776 2.3247 -1.0660
H -0.7219 4.2884 -3.6637
H -0.6960 4.9909 -1.9876
H 0.6884 5.1667 -3.1257
H -0.0213 2.4914 -4.0914
C -1.9042 -4.1362 -3.5633
N -2.3047 -3.2116 -2.4741
C -2.7623 -1.9144 -2.8855
C -2.1440 -3.4778 -1.1795
O -2.4357 -2.6674 -0.3030
H -2.7358 -4.2332 -4.2678
H -1.7521 -5.1319 -3.2175
H -0.9548 -3.7764 -4.0112
H -3.4776 -2.0507 -3.6555
H -3.2570 -1.4667 -2.0781
H -1.9459 -1.3144 -3.2716
H -1.6577 -4.4578 -1.0415
C -1.3055 -1.6274 4.9665
C -0.7988 -1.4507 6.4102
C 0.6703 -1.1356 6.4198
C 1.4615 -2.2667 5.8112
N 2.0484 -3.1037 5.2863
H -2.3431 -1.9195 4.9660
H -0.7656 -2.4700 4.5314
H -1.0897 -0.7294 4.3537
H -0.8785 -2.4404 6.9167
H -1.4265 -0.7033 6.8920
H 1.1086 -0.9921 7.4391
H 0.9316 -0.2136 5.8553
C -1.5659 2.4149 5.5418
C -1.8596 2.1836 4.0597
C -0.5574 2.3931 3.1869
C 0.4895 1.6251 3.7982
N 1.2788 0.9427 4.2665
H -2.4814 2.6417 6.0701
H -0.8233 3.2110 5.6513
H -1.1560 1.5178 5.9068
H -2.6012 2.9633 3.8425
H -2.2571 1.1997 3.8680
H -0.2983 3.4428 3.2364
H -0.6978 1.9502 2.2308
*
```

***

The following is a quantum chemistry calculation of 5 unconnected molecules or ions with the total composition C26H57BrFN4O10PS at a distorted geometry, from the Open Molecules 2025 dataset.

Values from the calculation:
HOMO (eV): -8.813
LUMO energy (eV): 0.31

Structure (ORCA input):
```
! wB97M-V def2-TZVPD RIJCOSX def2/J DEFGRID3
* xyz 0 1
H 6.6030 0.5912 0.5283
N 7.1406 -0.1888 0.1490
C 7.1236 -0.0825 -1.0963
N 7.7948 -1.0407 -1.9092
N 6.4052 0.9620 -1.7672
C 5.0586 0.4590 -2.2107
C 3.9923 1.5342 -1.9690
C 2.8523 1.0236 -1.1046
C 2.1902 -0.2786 -1.6260
P 0.3861 -0.2971 -1.3562
C -0.4650 0.8178 -0.1375
C -0.8079 -1.3295 -2.3244
N -0.1819 -1.8457 -3.5458
C 0.5108 -1.6622 -0.0185
Br 1.5905 -1.0393 1.5285
C 1.0525 -3.0302 -0.5547
C 2.1130 -3.7501 0.2494
S 0.1539 1.4386 -2.8709
O -0.9870 1.2532 -3.7204
O 0.1429 2.7058 -2.2132
F 1.4142 1.5094 -3.8717
H 7.5188 -0.8736 -2.8711
H 8.7932 -0.8565 -1.8721
H 6.9487 1.2059 -2.5881
H 5.1122 0.2455 -3.2758
H 4.8601 -0.4323 -1.6359
H 4.4593 2.2809 -1.3401
H 3.6436 2.0063 -2.8799
H 3.3161 0.7934 -0.1539
H 2.1279 1.8065 -0.9008
H 2.6771 -1.0648 -1.0694
H 2.4565 -0.4872 -2.6545
H -1.3438 1.2106 -0.6342
H -0.8177 0.2460 0.7081
H 0.1834 1.6053 0.2158
H -1.7241 -0.7839 -2.5070
H -1.1350 -2.1709 -1.7288
H -0.6772 -1.5122 -4.3641
H -0.2776 -2.8524 -3.5457
H -0.4785 -1.8683 0.3656
H 1.3915 -2.8615 -1.5735
H 0.1991 -3.6998 -0.6238
H 2.2689 -4.7157 -0.2279
H 3.0772 -3.2661 0.2268
H 1.8023 -3.9739 1.2577
C -3.0599 -3.5339 3.4952
C -3.4149 -2.6001 2.3569
O -2.9438 -3.1051 1.1022
C -3.6184 -3.9712 0.3309
C -4.8080 -4.7023 0.9017
O -3.2195 -4.1999 -0.7806
H -3.5444 -4.5039 3.3838
H -3.3639 -3.1039 4.4497
H -1.9842 -3.7104 3.5163
H -4.4816 -2.3770 2.3212
H -2.9028 -1.6486 2.4961
H -4.4736 -5.6547 1.3117
H -5.5089 -4.8890 0.0925
H -5.3456 -4.1461 1.6655
C -4.8229 -1.4743 -4.2073
C -5.3409 -2.6470 -3.3990
O -5.7740 -2.2324 -2.1000
C -7.0018 -1.7575 -1.8273
C -7.9095 -1.3540 -2.9655
O -7.3205 -1.6004 -0.6793
H -5.6028 -0.7351 -4.3909
H -4.4377 -1.8142 -5.1690
H -4.0217 -0.9684 -3.6675
H -6.1280 -3.1950 -3.9192
H -4.5309 -3.3534 -3.2226
H -7.7690 -0.2933 -3.1685
H -8.9377 -1.5211 -2.6552
H -7.7533 -1.9205 -3.8807
C 1.6069 4.9260 2.8277
C 3.0953 4.8169 3.0838
O 3.6705 3.7022 2.3958
C 4.0957 3.7480 1.1220
C 3.7141 4.9205 0.2495
O 4.7076 2.8103 0.6830
H 1.3921 5.1052 1.7730
H 1.1780 5.7407 3.4110
H 1.1106 3.9975 3.1079
H 3.6262 5.7386 2.8407
H 3.2707 4.6239 4.1405
H 2.7928 4.6793 -0.2814
H 4.5088 5.0768 -0.4760
H 3.5850 5.8542 0.7914
C -2.5068 2.3295 4.1604
C -1.4915 3.3939 3.7980
O -0.4217 3.4524 4.7446
C 0.6739 2.6638 4.6741
C 0.6631 1.4739 3.7424
O 1.6005 2.8926 5.4005
H -2.0640 1.3329 4.1463
H -3.3433 2.3463 3.4608
H -2.8878 2.5002 5.1671
H -1.1068 3.2700 2.7841
H -1.9617 4.3753 3.8343
H 0.3230 0.5958 4.2898
H 1.6781 1.3038 3.3936
H 0.0457 1.6106 2.8577
*
```

***

| no. | frontier orbital gap (eV) | electronic energy (eV) |
| --- | --- | --- |
| 1 | 7.40 | -70331.852 |
| 2 | 9.56 | -52074.598 |
| 3 | 9.13 | -147204.825 |